[1]
{"formula": "C2H5NO2P", "method": "wB97M-V/def2-TZVPD", "species": ["O", "N", "O", "C", "C", "P", "H", "H", "H", "H", "H"], "xyz": [[-3.819, 0.457, -0.053], [-2.309, 0.209, 0.035], [-1.616, 1.284, 0.129], [-0.218, 1.029, 0.193], [0.015, -0.436, 0.580], [-1.623, -1.320, 0.343], [0.179, 1.730, 0.938], [0.206, 1.306, -0.784], [0.835, -0.881, 0.016], [0.279, -0.515, 1.640], [-1.653, -1.730, -1.006]], "e_above_lowest_kj_mol": 630.4, "orbital_gap_ha": [0.29318, 0.29313], "total_charge": 1, "e_homo_ev": [-15.972, -15.970]}



[2]
{"formula": "C36H54N8O13", "method": "wB97M-V/def2-TZVPD", "species": ["C", "C", "C", "C", "C", "C", "N", "O", "C", "C", "C", "H", "H", "H", "H", "H", "H", "H", "H", "H", "H", "H", "H", "H", "H", "H", "H", "H", "H", "N", "O", "O", "O", "C", "C", "C", "C", "C", "C", "N", "O", "O", "H", "H", "H", "H", "H", "C", "C", "C", "C", "C", "C", "N", "O", "O", "H", "H", "H", "H", "H", "C", "C", "C", "C", "C", "C", "N", "O", "O", "H", "H", "H", "H", "H", "C", "O", "N", "C", "C", "H", "H", "H", "H", "H", "H", "H", "C", "O", "N", "C", "C", "H", "H", "H", "H", "H", "H", "H", "C", "O", "N", "C", "C", "H", "H", "H", "H", "H", "H", "H"], "xyz": [[0.222, -3.899, -1.081], [-1.342, -4.036, -0.815], [-1.453, -3.967, 0.796], [-2.894, -3.788, 1.272], [-3.272, -2.454, 0.583], [-3.230, -2.439, -0.840], [-1.977, -2.825, -1.397], [-1.610, -2.466, -2.580], [-3.339, -0.885, -1.217], [-4.390, -3.174, -1.681], [-1.840, -5.365, -1.401], [0.641, -4.628, -0.334], [0.631, -3.051, -0.735], [0.590, -3.994, -2.092], [-0.739, -3.429, 1.406], [-1.292, -5.037, 1.081], [-3.056, -3.760, 2.467], [-3.342, -4.646, 0.840], [-2.549, -1.641, 1.195], [-4.298, -2.389, 1.004], [-2.483, -0.253, -0.574], [-4.041, -0.393, -0.909], [-3.181, -0.775, -2.312], [-5.271, -2.401, -1.855], [-4.438, -3.986, -1.237], [-4.050, -3.269, -2.622], [-2.939, -5.484, -1.241], [-1.291, -6.362, -0.955], [-1.988, -5.422, -2.432], [0.693, 0.277, 0.688], [-0.446, -0.303, 0.530], [0.938, 0.740, 1.804], [1.256, 0.761, -0.333], [-2.046, 2.559, 0.675], [-2.193, 3.436, -0.545], [-3.637, 3.675, -1.106], [-4.850, 2.846, -0.510], [-4.627, 2.217, 0.876], [-3.174, 2.006, 1.402], [-6.074, 3.053, -1.133], [-7.037, 2.355, -0.549], [-6.307, 3.819, -2.122], [-1.036, 2.226, 1.076], [-1.426, 3.917, -1.129], [-3.768, 4.463, -1.828], [-5.275, 1.783, 1.553], [-2.940, 1.285, 2.169], [0.701, -2.448, 5.510], [0.591, -1.683, 4.272], [-0.792, -1.156, 3.851], [-2.022, -1.830, 4.501], [-1.850, -2.864, 5.731], [-0.421, -3.083, 6.059], [-3.315, -1.472, 4.090], [-4.264, -2.304, 4.170], [-3.540, -0.362, 3.674], [1.709, -2.676, 5.618], [1.406, -1.371, 3.713], [-0.921, -0.354, 3.099], [-2.663, -3.123, 6.211], [-0.107, -3.741, 6.777], [3.792, 2.830, -0.645], [4.369, 1.446, -0.651], [5.628, 1.187, -1.417], [6.349, 2.310, -2.169], [5.695, 3.664, -2.115], [4.369, 3.819, -1.241], [7.503, 2.089, -2.999], [7.822, 2.954, -3.867], [8.026, 0.961, -2.886], [2.919, 2.966, 0.086], [4.049, 0.618, -0.180], [6.077, 0.342, -1.613], [6.263, 4.503, -2.635], [4.054, 4.801, -1.277], [-0.338, 3.642, -4.245], [0.512, 4.260, -3.598], [-0.559, 2.341, -4.056], [-1.539, 1.620, -4.793], [0.172, 1.473, -2.943], [-0.713, 4.388, -5.141], [-1.337, 0.740, -5.173], [-1.929, 2.317, -5.609], [-2.211, 1.677, -3.957], [0.008, 1.878, -1.904], [1.167, 1.280, -3.157], [-0.227, 0.461, -2.980], [3.246, -4.591, 1.682], [2.857, -4.405, 2.849], [3.713, -3.599, 0.961], [3.972, -3.656, -0.473], [3.670, -2.197, 1.459], [3.245, -5.563, 1.292], [3.098, -3.083, -1.041], [3.915, -4.617, -0.919], [5.036, -3.167, -0.616], [2.656, -1.834, 1.281], [4.357, -1.466, 1.096], [3.830, -2.183, 2.753], [1.391, 5.673, -0.641], [1.887, 6.602, -1.258], [1.652, 5.388, 0.624], [1.138, 4.186, 1.287], [2.844, 6.126, 1.385], [0.700, 5.103, -1.135], [0.093, 4.348, 1.741], [1.850, 3.963, 2.042], [1.068, 3.385, 0.623], [3.377, 6.985, 1.043], [3.563, 5.387, 1.411], [2.580, 6.224, 2.593]], "e_above_lowest_kj_mol": 245.1, "orbital_gap_ha": 0.15973, "e_homo_ev": -8.829}



[3]
{"formula": "C8H10O2", "method": "wB97M-V/def2-TZVPD", "species": ["C", "C", "C", "C", "C", "C", "H", "H", "H", "H", "H", "H", "C", "C", "O", "O", "H", "H", "H", "H"], "xyz": [[-1.358, -0.748, -2.715], [-0.096, -1.070, -2.190], [0.145, -1.135, -0.848], [-0.904, -0.745, 0.023], [-2.132, -0.325, -0.453], [-2.398, -0.412, -1.879], [-1.529, -0.893, -3.820], [0.630, -1.501, -2.885], [1.196, -1.365, -0.519], [-0.875, -0.772, 1.122], [-2.955, -0.115, 0.193], [-3.396, -0.211, -2.271], [2.432, 1.344, 2.716], [1.473, 0.741, 1.669], [1.497, -0.351, 1.216], [0.425, 1.678, 1.448], [3.437, 0.703, 2.546], [2.417, 2.453, 2.436], [1.912, 1.409, 3.760], [0.079, 1.312, 0.452]], "e_above_lowest_kj_mol": 182.5, "orbital_gap_ha": 0.36825, "e_homo_ev": -9.252}



[4]
{"formula": "C16H16N2O4Tc", "method": "wB97M-V/def2-TZVPD", "species": ["Tc", "O", "C", "C", "C", "C", "C", "C", "C", "O", "N", "N", "C", "C", "C", "C", "C", "C", "C", "O", "H", "H", "H", "H", "H", "H", "H", "H", "H", "H", "C", "C", "O", "H", "H", "H", "H", "H", "H"], "xyz": [[-0.515, 1.232, 0.354], [1.806, -3.238, -1.642], [2.001, -2.402, -2.603], [2.706, -2.882, -3.755], [2.919, -2.046, -4.809], [2.447, -0.720, -4.757], [1.758, -0.227, -3.626], [1.527, -1.032, -2.546], [0.796, -0.537, -1.360], [0.382, 0.698, -1.351], [0.577, -1.369, -0.388], [-0.158, -0.756, 0.630], [-0.615, -1.525, 1.570], [-1.520, -1.101, 2.586], [-1.871, -2.009, 3.603], [-2.797, -1.662, 4.558], [-3.412, -0.410, 4.501], [-3.109, 0.497, 3.498], [-2.160, 0.152, 2.552], [-1.891, 1.046, 1.556], [1.275, -2.790, -0.906], [3.040, -3.910, -3.743], [3.447, -2.391, -5.687], [2.617, -0.063, -5.600], [1.403, 0.794, -3.611], [-0.309, -2.567, 1.544], [-1.400, -2.984, 3.623], [-3.057, -2.358, 5.342], [-4.149, -0.142, 5.246], [-3.597, 1.459, 3.439], [-0.771, 3.923, 0.134], [0.741, 3.896, 0.095], [1.076, 2.567, 0.603], [-1.173, 4.865, -0.234], [-1.141, 3.801, 1.157], [-1.215, 3.163, -0.547], [1.190, 4.642, 0.748], [1.136, 3.991, -0.914], [2.015, 2.398, 0.739]], "orbital_gap_ha": [0.28339, 0.19175], "multiplicity": 4, "total_charge": 2, "e_homo_ev": [-14.780, -14.777]}



[5]
{"formula": "C21H30N4O3", "method": "wB97M-V/def2-TZVPD", "species": ["C", "C", "C", "C", "N", "C", "C", "C", "C", "C", "C", "C", "C", "C", "C", "O", "N", "N", "C", "O", "N", "C", "C", "C", "C", "C", "C", "O", "H", "H", "H", "H", "H", "H", "H", "H", "H", "H", "H", "H", "H", "H", "H", "H", "H", "H", "H", "H", "H", "H", "H", "H", "H", "H", "H", "H", "H", "H"], "xyz": [[-8.247, -1.400, 0.894], [-7.701, -1.006, -0.474], [-6.205, -1.278, -0.624], [-5.343, -0.393, 0.292], [-3.920, -0.438, 0.033], [-3.297, -1.732, 0.235], [-1.821, -1.580, 0.611], [-1.196, -2.876, 1.127], [-1.075, -3.951, 0.052], [-3.501, 0.256, -1.178], [-2.702, 1.469, -0.816], [-3.048, 2.792, -0.732], [-1.902, 3.477, -0.281], [-0.931, 2.523, -0.111], [0.455, 2.633, 0.335], [1.041, 3.685, 0.543], [1.047, 1.433, 0.569], [2.412, 1.406, 0.871], [3.158, 0.408, 0.269], [2.615, -0.534, -0.270], [4.500, 0.590, 0.442], [5.549, -0.258, 0.068], [5.345, -1.467, -0.590], [6.431, -2.251, -0.934], [7.721, -1.848, -0.634], [7.924, -0.645, 0.022], [6.847, 0.147, 0.371], [-1.423, 1.304, -0.444], [-8.024, -2.444, 1.106], [-9.326, -1.269, 0.921], [-7.811, -0.788, 1.679], [-7.895, 0.055, -0.649], [-8.236, -1.570, -1.242], [-6.006, -2.329, -0.405], [-5.919, -1.096, -1.663], [-5.490, -0.690, 1.333], [-5.659, 0.649, 0.195], [-3.818, -2.219, 1.064], [-3.394, -2.376, -0.654], [-1.754, -0.815, 1.387], [-1.252, -1.233, -0.252], [-0.197, -2.649, 1.506], [-1.789, -3.259, 1.961], [-2.053, -4.263, -0.303], [-0.564, -4.825, 0.449], [-0.501, -3.576, -0.793], [-2.888, -0.402, -1.805], [-4.365, 0.581, -1.765], [-4.000, 3.220, -0.968], [-1.792, 4.526, -0.099], [0.696, 0.552, 0.211], [2.751, 2.359, 0.975], [4.787, 1.425, 0.933], [4.343, -1.782, -0.825], [6.264, -3.187, -1.445], [8.562, -2.466, -0.907], [8.925, -0.320, 0.263], [7.009, 1.085, 0.883]], "e_above_lowest_kj_mol": 293.8, "orbital_gap_ha": 0.32979, "e_homo_ev": -8.236}



[6]
{"formula": "C2H4O3", "method": "wB97M-V/def2-TZVPD", "species": ["C", "C", "O", "O", "O", "H", "H", "H", "H"], "xyz": [[-0.174, -0.990, 0.231], [1.162, 0.158, 0.104], [2.205, -0.005, -0.402], [-0.068, 0.921, -0.891], [-1.223, 1.475, -0.274], [-0.593, -1.326, -0.713], [0.428, -1.769, 0.696], [-0.911, -0.593, 0.921], [-0.825, 2.129, 0.328]], "e_above_lowest_kj_mol": 632.8, "orbital_gap_ha": 0.29006, "e_homo_ev": -9.064}



Copy entry 3 word for word.
{"formula": "C8H10O2", "method": "wB97M-V/def2-TZVPD", "species": ["C", "C", "C", "C", "C", "C", "H", "H", "H", "H", "H", "H", "C", "C", "O", "O", "H", "H", "H", "H"], "xyz": [[-1.358, -0.748, -2.715], [-0.096, -1.070, -2.190], [0.145, -1.135, -0.848], [-0.904, -0.745, 0.023], [-2.132, -0.325, -0.453], [-2.398, -0.412, -1.879], [-1.529, -0.893, -3.820], [0.630, -1.501, -2.885], [1.196, -1.365, -0.519], [-0.875, -0.772, 1.122], [-2.955, -0.115, 0.193], [-3.396, -0.211, -2.271], [2.432, 1.344, 2.716], [1.473, 0.741, 1.669], [1.497, -0.351, 1.216], [0.425, 1.678, 1.448], [3.437, 0.703, 2.546], [2.417, 2.453, 2.436], [1.912, 1.409, 3.760], [0.079, 1.312, 0.452]], "e_above_lowest_kj_mol": 182.5, "orbital_gap_ha": 0.36825, "e_homo_ev": -9.252}